1.
C6H14O3Pt as an isolated structure. Source: OMol25; level of theory: wB97M-V/def2-TZVPD.

E_HOMO (alpha / beta) = -16.36 / -17.71 eV
Lowest unoccupied orbital energy (alpha / beta) = -8.35 / -10.27 eV
Kohn-Sham gap (alpha / beta) = 8.01 / 7.43 eV
Energy above the lowest of the compared OMol25 structures with the same formula, charge and spin = 227.0 kJ/mol

```
! wB97M-V def2-TZVPD RIJCOSX def2/J DEFGRID3
* xyz 2 3
H 3.38977 0.74400 -1.31334
C 3.72659 -0.29685 -1.26875
H 4.25152 -0.54121 -0.34247
H 4.35501 -0.57373 -2.11893
H 2.38130 -0.90066 -0.48348
C 3.38593 -6.47880 -3.69151
O 3.04899 -5.18332 -3.22118
C 3.27370 -4.08339 -4.13953
C 2.98491 -2.79459 -3.40057
O 1.95305 -2.12311 -4.12059
C 1.80070 -0.78285 -3.75874
C 1.35320 -0.68190 -2.31449
O 2.43056 -1.31071 -1.51596
H 3.16069 -7.18410 -2.88590
H 2.78344 -6.71367 -4.57960
H 4.45610 -6.51112 -3.93992
H 2.63430 -4.23570 -5.02141
H 4.33275 -4.13366 -4.43228
H 3.91671 -2.20626 -3.44634
H 0.98983 -0.35215 -4.36151
H 2.74546 -0.23299 -3.91379
H 0.40416 -1.19393 -2.13575
H 1.23073 0.35141 -1.97242
Pt 2.52724 -4.00227 -1.74330
*
```

2.
One molecule with the formula C2HN3O3. Source: OMol25; level of theory: wB97M-V/def2-TZVPD.

E_HOMO = -10.98 eV
Lowest unoccupied orbital energy = -2.55 eV
Kohn-Sham gap = 8.43 eV
Energy above the lowest of the compared OMol25 structures with the same formula, charge and spin = 670.3 kJ/mol

```
! wB97M-V def2-TZVPD RIJCOSX def2/J DEFGRID3
* xyz 0 1
C -0.46269 1.05827 0.43687
C 0.89778 -1.17366 -0.17057
H -2.12744 0.20002 -0.35464
N 0.87487 1.16572 0.29995
N 1.60185 0.05729 0.31067
N -0.96449 0.12672 -0.50122
O -1.22104 1.69942 1.13867
O 1.60796 -2.21298 -0.04116
O -0.20679 -0.92079 -1.11857
*
```

3.
One molecule with the formula C5H10O. Source: OMol25; level of theory: wB97M-V/def2-TZVPD.

E_HOMO = -9.62 eV
Lowest unoccupied orbital energy = 0.95 eV
Kohn-Sham gap = 10.56 eV
Energy above the lowest of the compared OMol25 structures with the same formula, charge and spin = 80.7 kJ/mol

```
! wB97M-V def2-TZVPD RIJCOSX def2/J DEFGRID3
* xyz 0 1
C -1.52953 -0.24351 1.43749
C -0.10334 -0.45086 0.93384
C 0.23122 0.36893 -0.33031
C 1.74079 0.37298 -0.60830
C -0.43259 -0.01829 -1.70154
O 0.23677 0.05792 -2.71133
H -2.25784 -0.48213 0.65551
H -1.74414 -0.88249 2.30064
H -1.69892 0.79774 1.74128
H 0.60536 -0.15777 1.72818
H 0.08658 -1.51628 0.74941
H -0.07293 1.40637 -0.10124
H 2.10994 -0.64898 -0.74649
H 1.95805 0.90875 -1.53128
H 2.30749 0.83318 0.20469
H -1.43691 -0.34557 -2.02054
*
```

4.
CCl2S3 as an isolated structure. Source: OMol25; level of theory: wB97M-V/def2-TZVPD.

E_HOMO (alpha / beta) = -8.35 / -8.27 eV
Lowest unoccupied orbital energy (alpha / beta) = -1.76 / -1.38 eV
Kohn-Sham gap (alpha / beta) = 6.59 / 6.89 eV
Energy above the lowest of the compared OMol25 structures with the same formula, charge and spin = 243.2 kJ/mol

```
! wB97M-V def2-TZVPD RIJCOSX def2/J DEFGRID3
* xyz 0 1
C -0.73400 -0.50691 -1.57701
S -0.14162 0.82388 -0.91344
S 2.17111 1.12455 2.14271
S 1.03793 -0.17494 1.28922
Cl -1.48144 -0.90124 -2.96267
Cl -0.85198 -0.36534 2.02120
*
```

5.
C11H28INbO5P as an isolated structure. Source: OMol25; level of theory: wB97M-V/def2-TZVPD.

E_HOMO = -5.05 eV
Lowest unoccupied orbital energy = 2.02 eV
Kohn-Sham gap = 7.08 eV

```
! wB97M-V def2-TZVPD RIJCOSX def2/J DEFGRID3
* xyz -1 1
C 4.22524 -0.95634 0.47324
C 3.09770 -0.39609 -0.41342
I 3.85295 -0.05405 -2.46984
C 2.46252 0.82761 0.18905
Nb 0.68318 0.42584 1.47665
P -1.05510 -0.55895 -0.24327
O -0.51564 -0.55056 -1.62948
O -2.42822 0.28847 -0.18072
O -1.56992 -2.04667 0.12990
H 4.03616 -2.00035 0.76474
H 5.21389 -0.93532 -0.00859
H 4.28130 -0.36308 1.39431
H 2.37400 -1.18982 -0.63596
H 2.03247 1.51093 -0.57263
H 3.21519 1.40524 0.75810
H -0.20356 2.03740 1.20695
H -0.89935 0.14311 2.39658
H 0.89169 -1.37597 1.85826
H 1.20168 0.76545 3.18301
H -2.49698 0.70494 0.67844
H -1.41873 -2.19759 1.05823
C -0.37129 -3.40644 -5.15416
C 0.35152 -2.28003 -4.41144
C 0.99698 -3.03964 -3.26235
O 1.29280 -4.35288 -3.77625
C 0.63328 -4.54782 -5.01634
H -0.60098 -3.17538 -6.19470
H -1.30386 -3.65569 -4.64401
H 1.11702 -1.83289 -5.05011
H -0.29413 -1.48751 -4.04203
H 0.31555 -3.11920 -2.41264
H 1.92397 -2.57668 -2.92521
H 1.36360 -4.52043 -5.83650
H 0.16813 -5.53730 -5.01052
C -3.56345 3.69716 3.93750
C -2.62621 4.53762 3.06134
C -1.26420 4.21299 3.67366
O -1.36898 2.88813 4.16412
C -2.71441 2.44377 4.15299
H -4.52050 3.47627 3.46541
H -3.75678 4.20215 4.88650
H -2.66464 4.18583 2.02920
H -2.84781 5.60482 3.07032
H -1.02809 4.89590 4.50020
H -0.44972 4.24659 2.94812
H -2.85105 1.72485 3.33780
H -2.91723 1.93165 5.09553
*
```

6.
A 12-piece molecular cluster, C32H80O20 overall. Source: OMol25; level of theory: wB97M-V/def2-TZVPD.

E_HOMO (alpha / beta) = 0.41 / -7.36 eV
Lowest unoccupied orbital energy (alpha / beta) = 2.02 / 1.97 eV
Kohn-Sham gap (alpha / beta) = 1.61 / 9.33 eV

```
! wB97M-V def2-TZVPD RIJCOSX def2/J DEFGRID3
* xyz -1 2
C -1.31498 -1.03507 5.60445
C -0.30231 -0.15802 6.24705
C 0.21353 0.73549 5.17857
O -0.41874 0.28869 3.98360
C -1.70303 -0.30742 4.40154
H -2.20142 -1.20615 6.21525
H -0.68382 -1.91302 5.46686
H 0.47335 -0.72673 6.75988
H -0.74648 0.43928 7.04331
H 1.29589 0.65950 5.07447
H -0.04951 1.78517 5.30938
H -2.12419 -0.98063 3.65487
H -2.47083 0.45102 4.55442
C -1.45687 2.43435 -4.76010
C -1.37931 3.87598 -4.32219
C -2.80509 4.36003 -4.37125
O -3.62252 3.22600 -4.14366
C -2.80809 2.02798 -4.10642
H -0.58889 1.83874 -4.47733
H -1.62774 2.30485 -5.82882
H -0.69338 4.53391 -4.85579
H -1.08889 3.95849 -3.27484
H -3.05928 4.76584 -5.35044
H -3.04992 5.04432 -3.55890
H -3.28625 1.18278 -4.60148
H -2.68477 1.74696 -3.06052
C -1.42300 -0.21987 -0.54552
C -1.11153 -0.54563 0.88464
C 0.42253 -0.50965 0.81709
O 0.80980 0.50732 -0.09384
C -0.18458 0.39208 -1.11987
H -2.21971 0.51485 -0.42923
H -1.87054 -1.00623 -1.15333
H -1.44064 -1.53420 1.20485
H -1.55164 0.18716 1.56099
H 0.76211 -1.51650 0.57409
H 0.86675 -0.30488 1.79116
H 0.21532 -0.11617 -1.99729
H -0.43846 1.35837 -1.55567
C 4.09256 -0.36156 1.74811
C 3.51265 1.02289 2.16200
C 4.74377 1.86275 1.99652
O 5.89883 0.97531 2.22437
C 5.47515 -0.39617 2.27808
H 4.00642 -0.58301 0.68433
H 3.48722 -1.11658 2.24974
H 3.27964 0.87919 3.21705
H 2.63338 1.40590 1.64403
H 4.78606 2.75068 2.62731
H 4.82509 2.30970 1.00570
H 5.50126 -0.71025 3.32152
H 6.07683 -1.03329 1.62989
C 0.13929 -3.99507 2.92601
C 1.09299 -4.80256 2.05180
O 0.30323 -5.69256 1.31197
O -0.22440 -4.92197 3.98842
H -0.69918 -3.65797 2.31655
H 0.58901 -3.04375 3.21037
H 1.81938 -5.37420 2.62945
H 1.66246 -4.22085 1.32694
H 0.04851 -6.40184 1.90665
H -1.04736 -4.57734 4.34280
C -0.33742 -4.15230 -1.83341
C -1.78751 -4.02809 -2.27761
O -2.48862 -5.20629 -1.97486
O 0.42001 -4.56774 -2.98757
H -0.11771 -4.78372 -0.97252
H 0.05193 -3.18033 -1.53048
H -1.91333 -3.77138 -3.32946
H -2.23632 -3.21410 -1.70831
H -2.02276 -5.83304 -2.53321
H 1.34081 -4.34217 -2.83640
C -0.77363 -1.41596 -4.98660
C 0.75427 -1.56538 -4.97162
O 1.49294 -0.34313 -4.96162
O -1.26249 -1.20914 -3.64422
H -1.10968 -2.36444 -5.40562
H -1.07117 -0.56260 -5.59599
H 1.15677 -2.02628 -5.87366
H 1.03220 -2.12204 -4.07664
H 1.63967 -0.02937 -4.06628
H -2.21905 -1.28887 -3.62944
C -4.47050 4.16906 0.54600
C -3.67032 4.04005 -0.79302
O -2.38236 4.63378 -0.64142
O -3.86548 3.35404 1.53163
H -5.50790 3.84037 0.48390
H -4.45707 5.17757 0.95929
H -4.28292 4.41685 -1.61206
H -3.59521 3.00276 -1.11937
H -1.94159 4.00807 -0.06192
H -3.04422 3.72329 1.86447
C 5.07449 0.99626 -1.77763
C 3.63460 1.48713 -1.69903
O 2.89340 0.92744 -2.76627
O 5.77891 1.66379 -2.82072
H 5.17327 -0.07134 -1.97403
H 5.54026 1.14048 -0.80275
H 3.63605 2.57631 -1.74114
H 3.24971 1.15500 -0.73485
H 2.71967 1.65396 -3.36925
H 5.89519 2.59050 -2.59873
C 4.67405 -2.89967 -1.24620
C 3.42556 -2.55144 -2.09409
O 3.16437 -3.63279 -2.92789
O 4.23034 -3.87714 -0.30747
H 5.02731 -2.07634 -0.62537
H 5.49984 -3.29132 -1.84016
H 3.49805 -1.60395 -2.62805
H 2.54474 -2.41419 -1.46687
H 3.84499 -3.58115 -3.60295
H 4.90680 -4.06913 0.34610
C -4.59667 -0.88732 1.16116
C -4.68965 0.28317 2.11941
O -5.20342 -0.07862 3.32606
O -5.90550 -1.40844 0.86118
H -4.07131 -1.65728 1.72621
H -4.11016 -0.64712 0.21581
H -5.41127 1.01515 1.75670
H -3.71885 0.74318 2.30389
H -5.29846 0.73479 3.82700
H -6.33229 -1.23415 1.70325
C -0.26046 3.06619 1.80940
C -0.46678 4.48696 2.28081
O -1.78344 4.75336 2.74585
O -0.46979 2.93035 0.43616
H -0.90341 2.47403 2.46060
H 0.76528 2.79837 2.06285
H -0.25222 5.26654 1.54982
H 0.22674 4.65314 3.10514
H -1.70419 5.34427 3.49829
H -0.21275 2.02512 0.24616
*
```

| no. | total energy (eV) |
| --- | --- |
| 1 | -15812.583 |
| 2 | -12697.174 |
| 3 | -7393.929 |
| 4 | -58584.360 |
| 5 | -41036.220 |
| 6 | -75423.426 |